No. 1
The following is a quantum chemistry calculation of a structure of composition C56H72N2O4SeSiY, from the Open Molecules 2025 dataset.

## Properties
2S+1	1
gap between HOMO and LUMO	7.000	eV
LUMO level	2.165	eV
net charge	-1
E_tot	-5317.2407	a.u.
relative energy (zero: lowest compared OMol25 entry of this formula, charge and spin)	0.0000	eV
E_HOMO	-4.84	eV

Geometry as XYZ:
```
137
Properties=species:S:1:pos:R:3:forces:R:3:mulliken_charge:R:1
Y 2.487 1.471 0.161 -0.382 -0.169 0.345 0.594
C 4.357 -1.072 -1.791 -0.049 -0.008 -0.008 -1.500
O 3.116 -0.614 -1.234 0.070 0.034 0.034 1.049
C 2.039 -1.423 -1.589 0.011 0.062 -0.018 0.153
C 1.753 -2.529 -0.794 0.024 -0.036 0.018 0.506
C 2.500 -2.812 0.491 -0.012 -0.027 0.005 -1.243
C 1.581 -2.545 1.654 0.018 -0.014 0.006 0.132
C 1.006 -3.587 2.376 -0.030 0.005 0.012 -0.250
C 0.066 -3.369 3.377 0.047 0.019 -0.026 -0.269
C -0.273 -2.041 3.639 -0.014 0.014 0.007 -0.626
C 0.278 -0.981 2.941 -0.017 -0.023 0.031 -0.050
C -0.154 0.440 3.177 -0.027 -0.022 -0.039 -0.801
C -1.064 0.911 2.056 -0.050 -0.034 0.077 0.725
C -2.285 0.273 1.860 -0.020 0.005 0.006 -0.739
C -3.157 0.646 0.845 0.031 0.025 -0.014 0.309
C -2.766 1.689 0.010 0.050 -0.043 -0.022 -0.438
C -1.544 2.333 0.145 -0.058 0.054 -0.028 0.744
C -1.131 3.365 -0.889 -0.014 -0.052 -0.006 -0.690
C -0.918 2.664 -2.210 -0.072 0.044 0.045 0.071
C -1.885 2.656 -3.201 -0.009 -0.012 -0.030 -0.890
C -1.767 1.879 -4.355 0.061 0.000 0.051 -0.085
C -0.625 1.092 -4.468 -0.027 0.016 -0.004 -0.443
C 0.367 1.073 -3.492 0.041 -0.050 -0.090 -0.236
C 1.533 0.117 -3.566 -0.086 -0.003 0.045 -0.903
C 1.270 -1.103 -2.698 0.004 -0.030 -0.094 0.073
C 0.185 -1.927 -2.999 0.046 0.035 -0.002 -0.483
C -0.127 -3.048 -2.243 0.012 0.024 0.026 0.266
C 0.681 -3.331 -1.145 -0.056 -0.015 -0.029 -0.590
C -1.324 -3.948 -2.550 0.004 -0.003 0.000 2.499
C -2.207 -4.059 -1.300 -0.026 -0.050 -0.013 -1.835
C -2.178 -3.398 -3.693 -0.011 0.001 0.013 -2.258
C -0.825 -5.345 -2.941 0.015 0.018 0.003 -1.931
C 0.238 1.882 -2.358 0.125 0.063 0.033 0.008
O 1.175 1.897 -1.430 -0.119 -0.084 0.030 -0.444
C -2.884 1.888 -5.397 0.011 0.010 0.011 2.176
C -4.192 1.412 -4.747 -0.002 -0.009 0.012 -1.447
C -3.081 3.310 -5.939 0.007 0.003 -0.004 -1.802
C -2.580 0.965 -6.577 -0.015 -0.006 0.000 -2.039
C -0.712 1.932 1.184 0.038 0.032 0.045 -0.312
O 0.516 2.566 1.361 0.072 0.034 0.010 0.935
C 0.452 3.601 2.347 -0.028 -0.017 -0.026 -1.014
C -4.494 -0.052 0.600 0.000 0.002 -0.009 2.416
C -4.554 -0.533 -0.856 -0.052 0.012 -0.012 -1.732
C -5.640 0.936 0.852 0.003 0.003 0.016 -1.937
C -4.685 -1.263 1.515 0.007 0.003 -0.011 -2.274
C 1.221 -1.219 1.925 0.058 0.153 0.076 -0.131
O 1.735 -0.208 1.254 -0.049 -0.082 -0.120 -0.458
C -0.607 -4.494 4.160 0.006 0.003 -0.003 2.241
C -0.108 -5.874 3.728 -0.014 -0.008 0.006 -2.123
C -2.124 -4.443 3.928 -0.003 0.001 -0.019 -1.518
C -0.321 -4.329 5.658 0.009 -0.002 0.006 -1.788
H 4.417 -2.157 -1.682 0.009 -0.011 0.007 0.409
H 5.168 -0.596 -1.249 0.003 0.041 0.015 0.363
H 4.417 -0.798 -2.846 0.002 -0.005 -0.002 0.141
H 3.388 -2.185 0.558 0.008 0.015 0.007 0.082
H 2.818 -3.857 0.509 0.007 0.007 -0.008 0.622
H 1.308 -4.597 2.121 0.006 -0.001 0.003 0.536
H -1.002 -1.814 4.413 0.006 0.004 -0.003 0.426
H 0.728 1.076 3.247 0.022 0.013 -0.007 -0.470
H -0.692 0.503 4.127 -0.014 0.015 -0.013 0.762
H -2.529 -0.549 2.521 0.004 -0.005 -0.012 0.565
H -3.404 1.991 -0.814 0.003 0.001 0.004 0.415
H -0.218 3.868 -0.576 0.011 0.004 -0.010 -0.779
H -1.921 4.113 -0.992 -0.004 -0.005 0.005 0.806
H -2.770 3.270 -3.053 0.005 -0.004 -0.002 0.433
H -0.485 0.457 -5.335 -0.001 -0.004 0.000 0.534
H 2.450 0.611 -3.245 -0.003 0.014 0.004 -0.355
H 1.669 -0.207 -4.601 0.004 -0.017 0.013 0.777
H -0.429 -1.649 -3.845 -0.002 0.007 0.000 0.516
H 0.454 -4.177 -0.505 0.004 0.005 0.001 0.473
H -2.564 -3.076 -0.994 -0.002 0.032 0.023 0.172
H -1.666 -4.491 -0.457 -0.013 -0.003 -0.010 0.386
H -3.075 -4.693 -1.507 0.004 0.010 0.006 0.529
H -2.560 -2.400 -3.461 0.008 -0.006 -0.006 0.332
H -3.033 -4.057 -3.858 0.002 0.003 -0.003 0.497
H -1.615 -3.341 -4.626 -0.008 -0.004 0.006 0.430
H -0.237 -5.794 -2.139 0.002 0.004 0.003 0.313
H -0.194 -5.293 -3.831 -0.001 -0.006 -0.003 0.398
H -1.669 -6.006 -3.155 0.002 0.004 0.002 0.457
H -4.484 2.061 -3.919 0.004 -0.007 -0.010 0.308
H -4.076 0.400 -4.353 -0.004 0.004 -0.002 0.121
H -5.006 1.409 -5.477 -0.002 0.000 0.000 0.521
H -3.334 4.009 -5.141 0.000 -0.003 -0.001 0.280
H -3.889 3.331 -6.677 0.003 0.001 0.002 0.465
H -2.167 3.667 -6.418 -0.004 0.000 0.000 0.403
H -2.471 -0.074 -6.256 -0.002 0.010 -0.001 0.290
H -1.666 1.262 -7.094 -0.001 0.002 0.001 0.401
H -3.403 1.008 -7.296 0.006 -0.002 0.000 0.439
H -0.024 3.223 3.253 -0.012 0.000 0.013 0.357
H -0.127 4.443 1.958 -0.002 0.011 0.002 0.213
H 1.473 3.898 2.559 0.011 -0.018 -0.017 -0.238
H -4.486 0.297 -1.561 -0.012 -0.016 0.009 0.326
H -5.496 -1.059 -1.041 0.008 0.003 -0.005 0.551
H -3.731 -1.215 -1.071 0.027 -0.021 -0.006 0.088
H -5.565 1.805 0.197 0.011 0.004 -0.007 0.301
H -5.623 1.291 1.885 -0.004 -0.001 -0.002 0.396
H -6.604 0.454 0.668 0.003 0.003 0.000 0.470
H -3.897 -2.005 1.366 0.004 0.006 0.007 0.353
H -5.643 -1.738 1.295 0.000 -0.001 -0.002 0.484
H -4.688 -0.975 2.568 -0.011 -0.007 -0.007 0.428
H -0.320 -6.065 2.674 0.001 0.001 0.005 0.334
H -0.612 -6.645 4.317 0.004 -0.001 -0.006 0.433
H 0.967 -5.979 3.887 0.002 0.000 0.001 0.414
H -2.352 -4.561 2.866 -0.001 0.000 0.010 0.165
H -2.544 -3.490 4.254 0.006 -0.004 0.000 0.321
H -2.625 -5.242 4.482 -0.001 -0.001 -0.001 0.496
H 0.753 -4.372 5.850 -0.005 -0.001 0.001 0.387
H -0.808 -5.123 6.232 0.001 0.003 -0.001 0.467
H -0.686 -3.371 6.029 0.001 -0.006 -0.002 0.290
Se 4.460 2.339 -1.770 0.262 0.135 -0.348 -0.150
C 5.967 1.893 -0.831 0.070 -0.100 0.013 0.415
N 6.920 1.566 -0.259 -0.046 -0.003 -0.002 -0.719
C 2.608 5.081 -0.116 -0.037 -0.007 -0.041 -0.671
Si 3.829 4.577 1.226 0.053 -0.010 0.018 0.181
C 3.546 5.871 2.582 -0.021 0.004 0.073 -1.429
C 5.599 4.873 0.684 0.039 0.011 -0.009 -1.156
N 3.507 2.940 1.637 -0.032 -0.134 0.052 0.796
C 3.849 2.290 2.816 0.034 0.006 -0.079 0.306
C 4.214 0.928 2.789 0.026 0.023 0.049 -0.332
C 4.484 0.208 3.938 -0.053 0.003 -0.003 -0.684
C 4.430 0.817 5.185 -0.001 0.012 -0.004 -0.702
C 4.094 2.163 5.244 -0.013 0.001 -0.018 -0.778
C 3.805 2.883 4.094 -0.025 -0.075 -0.036 -0.338
H 2.972 5.988 -0.609 -0.011 -0.004 -0.002 0.537
H 1.636 5.317 0.327 -0.019 0.011 -0.002 0.131
H 2.454 4.335 -0.899 0.010 0.037 0.029 0.056
H 3.587 6.857 2.107 0.005 -0.006 0.010 0.414
H 4.327 5.843 3.345 -0.002 0.007 -0.001 0.306
H 2.577 5.788 3.083 0.007 0.013 -0.003 0.379
H 5.902 5.904 0.887 -0.001 0.007 -0.016 0.399
H 5.730 4.674 -0.381 0.016 0.006 0.021 0.235
H 6.274 4.203 1.222 -0.002 0.021 0.000 0.339
H 4.304 0.409 1.838 0.126 0.029 -0.055 0.513
H 4.746 -0.840 3.854 0.004 0.002 0.001 0.393
H 4.648 0.258 6.085 0.001 0.000 0.001 0.361
H 4.045 2.665 6.204 0.002 0.001 0.000 0.387
H 3.524 3.922 4.182 -0.019 0.066 0.002 0.163
```
Positions in Å, forces in eV/Å.

---

No. 2
The following is a quantum chemistry calculation of a structure of composition C6H15N5O2 in a non-equilibrium geometry, from the Open Molecules 2025 dataset.

## Properties
2S+1	1
gap between HOMO and LUMO	7.920	eV
LUMO level	-7.944	eV
net charge	+2
E_tot	-661.2238	a.u.
relative energy (zero: lowest compared OMol25 entry of this formula, charge and spin)	0.0000	eV
E_HOMO	-15.86	eV

Geometry as XYZ:
```
28
Properties=species:S:1:pos:R:3:forces:R:3:mulliken_charge:R:1
C 1.725 -0.939 0.348 -0.519 1.328 -0.167 0.820
C 0.496 -1.777 0.215 -1.762 -1.252 0.567 0.103
C 1.610 0.610 0.537 -3.037 -0.408 3.048 -0.546
C -1.067 0.016 0.738 2.939 1.374 -1.821 0.198
C 0.287 1.195 0.013 -1.417 -2.742 0.741 0.026
C -2.491 0.216 0.186 -0.755 2.371 -2.364 -0.926
N -0.711 -1.307 0.363 2.127 0.004 -0.103 -0.543
N 0.655 -3.099 -0.088 0.358 2.136 0.169 -0.368
N 0.182 2.533 0.342 -0.959 1.668 -4.979 -0.413
N 2.740 1.187 -0.094 2.373 -1.141 -0.051 -0.099
N -2.929 -1.108 -0.449 -2.046 2.156 -2.346 -0.211
O 2.806 -1.364 0.091 1.022 -0.687 -0.158 -0.566
O 0.396 0.947 -1.371 -0.626 0.649 0.495 -0.582
H 1.636 0.903 1.639 0.094 -0.766 -1.204 0.462
H -0.919 0.181 1.785 -0.444 0.217 0.677 0.512
H -2.614 1.102 -0.581 0.727 -1.916 0.958 0.300
H -3.180 0.574 0.894 -0.895 -0.218 1.312 0.363
H 1.592 -3.431 -0.226 0.121 -0.291 -0.245 0.249
H -0.124 -3.533 -0.552 0.025 -0.471 0.145 0.243
H -0.316 3.060 -0.449 1.065 -0.748 1.812 0.345
H -0.009 2.978 1.183 -0.392 0.050 2.147 0.209
H 2.656 1.537 -1.009 -0.993 0.678 -1.833 0.327
H 3.328 0.345 -0.190 0.837 -0.313 -0.279 0.334
H 3.323 1.828 0.392 0.196 1.011 1.123 0.338
H -3.183 -1.129 -1.483 0.479 0.772 1.582 0.366
H -3.711 -1.611 -0.020 0.702 0.025 0.641 0.321
H -1.922 -1.380 -0.341 0.619 -3.286 0.123 0.310
H -0.257 1.464 -1.871 0.162 -0.199 0.011 0.427
```
Positions in Å, forces in eV/Å.

---

No. 3
The following is a quantum chemistry calculation of a structure of composition C5H9N2 in a non-equilibrium geometry, from the Open Molecules 2025 dataset.

## Properties
2S+1	1
gap between HOMO and LUMO	10.705	eV
LUMO level	-3.646	eV
net charge	+1
E_tot	-305.0265	a.u.
relative energy (zero: lowest compared OMol25 entry of this formula, charge and spin)	5.5382	eV
E_HOMO	-14.35	eV

Geometry as XYZ:
```
16
Properties=species:S:1:pos:R:3:forces:R:3:mulliken_charge:R:1
C -1.678 0.993 0.123 -0.696 0.335 -0.359 -0.325
C -1.989 -1.015 -0.058 2.090 0.405 1.084 -0.373
C 1.838 -0.694 0.083 0.048 0.934 1.665 -0.353
C 1.924 0.750 -0.077 0.720 1.745 -1.432 -0.285
C -0.581 0.100 -0.408 -4.550 -0.826 -2.919 -0.047
N -2.706 0.252 0.236 0.876 -0.946 -0.164 -0.390
N 0.628 0.143 0.283 1.287 -0.110 3.138 -0.048
H -1.753 2.061 0.258 0.401 0.358 0.110 0.402
H -2.423 -1.656 -0.861 0.595 0.606 0.538 0.306
H -1.717 -1.601 0.895 -0.658 0.803 -1.565 0.264
H 2.029 -1.177 -0.795 -0.610 -1.752 -2.201 0.298
H 2.118 -1.196 0.984 0.454 -0.059 0.318 0.253
H 2.413 1.303 0.740 -0.521 0.212 -0.777 0.280
H 1.885 1.157 -1.153 0.507 -0.572 1.983 0.249
H -0.488 0.199 -1.556 0.242 -0.220 1.918 0.351
H 0.503 0.382 1.305 -0.183 -0.913 -1.337 0.419
```
Positions in Å, forces in eV/Å.

---

No. 4
The following is a quantum chemistry calculation of an isolated molecule of C3H2ClNOS in a non-equilibrium geometry, from the Open Molecules 2025 dataset.

## Properties
2S+1	1
gap between HOMO and LUMO	8.900	eV
LUMO level	0.518	eV
SMILES	S=c1[nH]c(Cl)co1
E_tot	-1103.8732	a.u.
relative energy (zero: lowest compared OMol25 entry of this formula, charge and spin)	0.1449	eV
E_HOMO	-8.38	eV

Geometry as XYZ:
```
9
Properties=species:S:1:pos:R:3:forces:R:3:mulliken_charge:R:1
S -0.383 1.177 2.662 0.232 -0.833 -1.488 -0.335
C -0.067 0.494 1.162 0.816 0.662 0.646 0.173
N -0.828 -0.282 0.345 0.552 0.519 -0.116 -0.005
C -0.166 -0.451 -0.860 0.897 -0.159 -0.520 0.115
Cl -0.913 -1.297 -2.115 -0.125 -0.231 -0.328 -0.175
C 1.058 0.113 -0.789 -1.778 -0.251 1.261 -0.132
O 1.131 0.686 0.465 -0.861 0.083 0.792 -0.280
H -1.757 -0.627 0.530 0.098 0.233 0.189 0.205
H 1.923 0.186 -1.400 0.171 -0.023 -0.436 0.434
```
Positions in Å, forces in eV/Å.

---

- What is the E_HOMO in the third record?
  -14.35 eV

---

- The highest relative energy (zero: lowest compared OMol25 entry of this formula, charge and spin) belongs to which entry?
  C5H9N2

---

- LUMO level of number 1 (C56H72N2O4SeSiY)?
  2.165 eV

---

- The lowest E_HOMO belongs to which entry?
  C6H15N5O2